[1]
8 unconnected molecules or ions with the total composition C30H56O16S4 in a non-equilibrium geometry, computed with ωB97M-V/def2-TZVPD.

Geometry as ORCA input:
```
! wB97M-V def2-TZVPD RIJCOSX def2/J DEFGRID3
* xyz 0 1
C -0.1613 2.2417 -3.2221
C -0.0029 3.4359 -4.1225
C -1.2692 4.1195 -4.6480
O -0.9366 5.4978 -4.5367
C 0.1234 5.6649 -3.7487
O 0.5563 6.7157 -3.4082
O 0.6332 4.4770 -3.3593
H -0.8505 2.4968 -2.4130
H 0.8141 1.9347 -2.8472
H -0.5838 1.3671 -3.7239
H 0.6566 3.1844 -4.9581
H -2.1500 3.8737 -4.0549
H -1.4525 3.7832 -5.6668
C -4.8771 2.2575 -3.1721
C -4.8213 3.1825 -1.9483
C -4.5284 2.4199 -0.6488
O -3.3332 2.9996 -0.1541
C -2.9500 4.0465 -0.9368
O -2.0696 4.7872 -0.7149
O -3.6733 3.9997 -2.0949
H -3.8995 1.7839 -3.2748
H -5.1047 2.8089 -4.0805
H -5.5732 1.4458 -2.9625
H -5.7583 3.7141 -1.7800
H -4.3269 1.3573 -0.8099
H -5.3559 2.5066 0.0554
O 1.0620 -2.4477 0.9162
S 1.0494 -1.0772 0.4724
O 2.2361 -0.3807 0.0611
C -0.1639 -0.8841 -0.8555
C -1.3894 -0.2186 -0.2362
C -0.8208 0.7462 0.7948
C 0.1337 -0.0479 1.6681
H -0.2388 -1.6921 -1.5843
H 0.2827 -0.1345 -1.5257
H -2.0865 0.2151 -0.9498
H -1.9557 -0.9992 0.2902
H -1.5498 1.2727 1.4113
H -0.2761 1.5387 0.2705
H -0.5069 -0.7683 2.1827
H 0.8805 0.4020 2.3069
O 4.8066 2.8378 -0.6656
S 3.8804 2.8922 0.4533
O 3.9130 2.0151 1.6159
C 3.7703 4.6110 1.0756
C 2.4075 5.2005 0.6370
C 1.4156 4.0617 0.3527
C 2.1851 2.9114 -0.2374
H 4.6980 5.0863 0.7666
H 3.7456 4.5617 2.1642
H 2.0869 5.9999 1.3055
H 2.5559 5.8281 -0.2530
H 0.6568 4.3328 -0.3783
H 1.0109 3.8190 1.3400
H 2.3098 3.1409 -1.2995
H 1.8192 1.8917 -0.1642
O 1.6627 2.7182 3.9868
S 1.4331 1.5175 4.7534
O 0.1370 0.8593 4.7222
C 2.6597 0.2283 4.2979
C 3.2375 -0.2268 5.6220
C 3.3627 1.0148 6.5250
C 1.9770 1.6798 6.4824
H 3.4365 0.7703 3.7531
H 2.1713 -0.5099 3.6731
H 2.5376 -0.8887 6.1469
H 4.1644 -0.7928 5.5490
H 4.0453 1.7159 6.0373
H 3.6827 0.7189 7.5186
H 1.7709 2.6531 6.9147
H 1.2600 0.9857 6.9344
O -2.1047 -4.7470 0.2917
S -1.1258 -5.0331 -0.7499
O -1.1196 -4.1594 -1.9009
C 0.5672 -5.3024 -0.1086
C 0.9258 -6.7426 -0.4918
C -0.3962 -7.5711 -0.4598
C -1.2991 -6.7326 -1.3723
H 0.5261 -5.3113 0.9814
H 1.2012 -4.4840 -0.4317
H 1.3324 -6.7655 -1.5041
H 1.6784 -7.2238 0.1312
H -0.8194 -7.8492 0.4986
H -0.1272 -8.4628 -1.0295
H -2.3514 -7.0073 -1.3984
H -0.8854 -6.7388 -2.3781
C -4.3012 -2.8790 -0.7709
C -5.0642 -1.9008 -1.6521
C -6.5622 -2.0896 -1.7546
O -4.5049 -1.0203 -2.2629
H -4.3940 -2.7329 0.3018
H -3.2674 -2.7881 -1.0925
H -4.7499 -3.8322 -1.0566
H -6.8996 -1.2644 -2.3851
H -7.0794 -2.0160 -0.7995
H -6.7791 -3.0406 -2.2396
C 4.1745 -4.3534 1.2101
C 4.6765 -3.9628 -0.1575
C 4.3596 -2.5385 -0.5762
O 5.0255 -4.8007 -0.9607
H 4.5934 -3.7664 2.0304
H 4.2297 -5.4312 1.3358
H 3.1234 -4.0406 1.2673
H 4.9807 -2.2482 -1.4253
H 4.5081 -1.9243 0.3080
H 3.3660 -2.4994 -1.0183
*
```

Results
- frontier orbital gap (Ha) = 0.35188
- HOMO energy (eV) = -9.236
- energy (eV) = -108117.472
- SMILES string = C[C@H]1COC(=O)O1.C[C@H]1COC(=O)O1.O=S1(=O)CCCC1.O=S1(=O)CCCC1.O=S1(=O)CCCC1.O=S1(=O)CCCC1.CC(C)=O.CC(C)=O
- maximum force (eV Å⁻¹) = 2.29
- M (u) = 801.030

[2]
A molecular structure, C30H53N5O8SSeSi3Ti in a non-equilibrium geometry, computed with ωB97M-V/def2-TZVPD.

Geometry as ORCA input:
```
! wB97M-V def2-TZVPD RIJCOSX def2/J DEFGRID3
* xyz 1 2
Ti 1.0136 -0.1759 -0.3005
C 4.1616 -1.4518 -0.1457
O 3.2281 -0.4021 -0.3579
Si 3.5770 1.0045 -1.2445
C 5.1189 1.8157 -0.5229
C 4.0337 0.3862 -2.9731
C 1.8448 1.6537 -0.9180
Si 1.0630 2.4115 -2.4633
C -0.5223 3.3818 -2.1012
C 0.6767 0.9651 -3.6465
C 2.2384 3.5821 -3.3818
Si 1.8026 2.7799 0.6269
C 2.6673 1.8975 2.0867
C 0.0738 3.3442 1.1727
C 2.7227 4.4011 0.2910
H 5.0930 -1.0469 0.2557
H 4.3704 -1.9680 -1.0853
H 3.7420 -2.1582 0.5680
H 6.0191 1.2581 -0.7875
H 5.0782 1.8963 0.5642
H 5.2380 2.8246 -0.9236
H 5.0671 0.0345 -2.9877
H 3.9451 1.1641 -3.7326
H 3.3910 -0.4467 -3.2642
H -1.1532 3.4629 -2.9889
H -0.2730 4.3987 -1.7909
H -1.1096 2.9287 -1.3016
H 0.2731 0.0975 -3.1173
H 1.5772 0.6336 -4.1649
H -0.0423 1.2536 -4.4177
H 2.1655 4.5989 -2.9917
H 1.9834 3.6202 -4.4431
H 3.2819 3.2746 -3.2956
H 2.8723 0.8481 1.8685
H 2.0522 1.9388 2.9889
H 3.6195 2.3728 2.3282
H -0.7189 2.6360 0.9383
H -0.1776 4.2918 0.6937
H 0.0704 3.5179 2.2517
H 3.7281 4.2518 -0.1034
H 2.8037 4.9932 1.2052
H 2.1657 4.9987 -0.4353
C -6.2394 3.7917 1.7301
C -5.7760 2.4066 2.1607
S -4.7308 1.6706 0.8724
O -3.3369 1.7062 1.2497
O -5.0918 2.2743 -0.3904
C -5.2372 -0.0673 0.7445
C -4.6929 -0.7408 -0.5280
N -3.2395 -0.9372 -0.5114
C -2.2799 -0.2397 -1.1703
N -1.0630 -0.6717 -0.8351
C -1.2467 -1.7207 0.0225
C -2.5766 -1.8956 0.2401
N -3.1535 -2.9162 1.0260
O -2.3852 -3.7508 1.4672
O -4.3512 -2.9081 1.2324
C -2.5659 0.7202 -2.2602
H -7.0458 4.1372 2.3741
H -6.6032 3.7610 0.7062
H -5.4208 4.5079 1.7769
H -6.6147 1.7201 2.2827
H -5.1756 2.4232 3.0681
H -6.3255 -0.0506 0.6932
H -4.9053 -0.5923 1.6381
H -4.9626 -0.1547 -1.4042
H -5.1527 -1.7217 -0.5853
H -0.4562 -2.3233 0.4286
H -3.1961 0.2380 -3.0103
H -1.6388 1.0320 -2.7224
H -3.1002 1.5875 -1.8909
C 1.3186 -4.6413 -4.1733
N 1.2065 -5.0288 -2.7816
C 1.0872 -6.3170 -2.3094
C 1.0299 -6.2450 -0.9654
N 1.1213 -4.9102 -0.6224
C 1.1080 -4.4306 0.7443
C 1.2250 -4.1671 -1.7413
Se 1.4216 -2.3345 -1.9905
H 1.2974 -5.5367 -4.7879
H 2.2494 -4.1011 -4.3384
H 0.4973 -3.9812 -4.4483
H 1.0616 -7.1711 -2.9619
H 0.9415 -7.0222 -0.2280
H 1.6746 -5.1205 1.3671
H 0.0879 -4.3731 1.1272
H 1.5737 -3.4486 0.7899
O -1.0642 1.0893 3.6008
C -0.5237 -0.0325 4.0921
C -0.7797 -0.3411 5.4281
C -0.2515 -1.4777 5.9994
C 0.5475 -2.3489 5.2538
C 0.8144 -2.0586 3.9396
C 0.2932 -0.9009 3.3390
C 0.6291 -0.6055 1.9655
O 0.1302 0.3933 1.3230
O 1.4419 -1.3146 1.2811
H -0.8562 1.1867 2.6560
H -1.4086 0.3331 5.9940
H -0.4494 -1.6888 7.0418
H 0.9515 -3.2420 5.7094
H 1.4261 -2.7177 3.3386
*
```

Results
- frontier orbital gap (alpha / beta) (Ha) = 0.25523 / 0.26823
- HOMO energy (alpha / beta) (eV) = -10.116 / -10.474
- energy (eV) = -178729.409
- <S²> = 0.754
- ΔE to the lowest compared entry with this formula, charge and spin (kcal/mol) = 5.7
- maximum force (eV Å⁻¹) = 2.99
- M (u) = 854.933

[3]
A molecular structure, C14H21BLaNO3 in a non-equilibrium geometry, computed with ωB97M-V/def2-TZVPD.

Geometry as ORCA input:
```
! wB97M-V def2-TZVPD RIJCOSX def2/J DEFGRID3
* xyz 2 1
C 4.9382 -0.5231 1.0280
C 4.6202 0.2646 0.1824
C 4.0091 1.0970 -0.8852
C 2.6442 1.6655 -0.3658
C 1.3953 0.9468 -0.9406
C 0.5668 0.1883 0.1185
C 1.3477 -1.0743 0.5598
C 0.4623 -2.1918 0.9362
C -0.1993 -3.1469 1.2323
C 0.1446 1.1152 1.2866
O -1.1065 1.6094 0.8355
B -1.7510 0.5144 0.1860
C -2.5789 -0.2532 1.5266
C -3.9139 -0.8391 1.1634
N -4.1960 -1.9923 1.5819
C -2.8122 0.9227 -1.0631
C -3.2413 -0.2616 -1.8824
O -2.3175 -0.4700 -2.9342
O -0.6968 -0.2219 -0.3886
H 5.1152 -1.3330 1.7015
H 3.8419 0.4042 -1.7978
H 4.7238 1.9961 -1.0675
H 2.7020 1.6138 0.7183
H 2.6111 2.7203 -0.6406
H 0.7502 1.7041 -1.3907
H 1.7214 0.2819 -1.7408
H 1.9830 -1.4151 -0.2585
H 1.9990 -0.8666 1.4115
H -0.6424 -4.0692 1.5328
H 0.7556 1.9866 1.5192
H 0.0985 0.5420 2.2231
H -1.8604 -1.0059 1.8657
H -2.7043 0.5171 2.2888
H -4.6462 -0.2662 0.6023
H -3.4243 -2.4578 2.0710
H -2.2166 1.5810 -1.6994
H -3.6592 1.5083 -0.7012
H -4.2275 -0.0630 -2.3315
H -3.3372 -1.1899 -1.3031
H -2.1947 -1.4189 -3.0374
La 5.2690 1.7526 -2.7777
*
```

Results
- frontier orbital gap (Ha) = 0.07313
- HOMO energy (eV) = -12.187
- energy (eV) = -23999.221
- maximum force (eV Å⁻¹) = 6.07
- M (u) = 401.044

[4]
A molecular structure, C44H31Cl3N3O4PS5W, computed with ωB97M-V/def2-TZVPD.

Geometry as ORCA input:
```
! wB97M-V def2-TZVPD RIJCOSX def2/J DEFGRID3
* xyz -2 1
W 0.0854 1.1864 -1.1398
S 0.3548 3.3498 2.9328
C 0.2122 2.7977 1.3943
S -1.2188 2.0936 0.6756
S 1.4979 2.7832 0.2047
S -3.1665 3.3528 -3.9368
C -2.4759 4.6443 -3.0040
C -2.7499 6.0014 -3.0868
C -2.0576 6.8579 -2.2500
C -1.1097 6.3582 -1.3548
C -0.8386 5.0064 -1.2745
C -1.5312 4.1275 -2.1055
N -1.3814 2.7511 -2.1646
C -2.1498 2.2227 -3.0795
C -2.1372 0.8025 -3.3081
C -2.9707 0.1793 -4.2460
C -2.9565 -1.1912 -4.3688
C -2.1148 -1.9343 -3.5346
C -1.2930 -1.3080 -2.6198
C -1.2502 0.0939 -2.4623
H -3.4821 6.3766 -3.7888
H -2.2521 7.9212 -2.2905
H -0.5731 7.0410 -0.7091
H -0.0885 4.6247 -0.5971
H -3.6324 0.7746 -4.8676
H -3.5993 -1.6871 -5.0839
H -2.1145 -3.0166 -3.5999
H -0.6772 -1.9263 -1.9724
Cl 6.0378 2.0535 -5.7158
C 4.5272 2.0710 -4.8430
C 4.1179 0.9392 -4.1655
C 2.9185 0.9757 -3.4786
Cl 2.3485 -0.4249 -2.6460
C 2.0849 2.1063 -3.4231
O 0.9641 2.1557 -2.7886
C 2.5619 3.2275 -4.1463
Cl 1.5874 4.6579 -4.1392
C 3.7537 3.2208 -4.8415
H 4.7142 0.0394 -4.1696
H 4.0739 4.1045 -5.3734
N 0.4873 -0.2992 -0.1196
P 1.3618 -0.9862 1.0036
C 1.6770 -2.7118 0.5085
C 2.2157 -3.6388 1.3990
C 2.4768 -4.9338 0.9828
C 2.2017 -5.3155 -0.3237
C 1.6630 -4.3991 -1.2126
C 1.4027 -3.1015 -0.7963
C 0.6162 -1.0215 2.6349
C -0.7494 -0.7994 2.7447
C -1.3858 -0.9751 3.9661
C -0.6654 -1.3702 5.0785
C 0.7119 -1.5440 4.9825
C 1.3543 -1.3676 3.7702
C 2.9982 -0.2603 1.2501
C 4.0852 -0.6762 0.4849
C 5.3093 -0.0433 0.6178
C 5.4527 1.0057 1.5188
C 4.3724 1.4243 2.2783
C 3.1413 0.8003 2.1415
H 2.4147 -3.3549 2.4215
H 2.8856 -5.6510 1.6825
H 2.3981 -6.3307 -0.6434
H 1.4385 -4.6898 -2.2308
H 0.9796 -2.3842 -1.4896
H -1.3056 -0.4843 1.8753
H -2.4514 -0.8361 4.0400
H -1.1895 -1.5525 6.0082
H 1.2851 -1.8271 5.8561
H 2.4291 -1.4946 3.7079
H 3.9757 -1.4960 -0.2153
H 6.1502 -0.3650 0.0164
H 6.4088 1.5043 1.6178
H 4.4678 2.2586 2.9598
H 2.2934 1.1587 2.7158
N -3.0377 -1.4747 0.0935
C -3.4812 -1.9118 1.3534
C -4.4210 -1.1871 2.0849
C -4.7780 -1.5899 3.3646
C -4.2059 -2.7155 3.9359
C -3.3245 -3.4758 3.1864
C -2.9695 -3.0849 1.9067
S -4.4837 -3.1206 5.6617
O -4.4387 -4.5774 5.7232
O -5.7807 -2.5430 5.9924
O -3.3595 -2.4704 6.3384
H -3.1250 -0.4664 -0.0243
H -2.0617 -1.7139 -0.0664
H -4.8357 -0.2778 1.6658
H -5.4808 -1.0137 3.9490
H -2.8958 -4.3645 3.6280
H -2.2469 -3.6648 1.3430
*
```

Results
- frontier orbital gap (alpha / beta) (Ha) = 0.21134 / 0.21140
- HOMO energy (alpha / beta) (eV) = -2.284 / -2.286
- energy (eV) = -161656.505
- ΔE to the lowest compared entry with this formula, charge and spin (kcal/mol) = 5.5
- maximum force (eV Å⁻¹) = 0.95
- M (u) = 1147.257

[5]
2 unconnected molecules or ions with the total composition C4H9NO3 in a non-equilibrium geometry, computed with ωB97M-V/def2-TZVPD.

Geometry as ORCA input:
```
! wB97M-V def2-TZVPD RIJCOSX def2/J DEFGRID3
* xyz 0 1
C -2.3387 -0.3362 0.2889
C -1.3534 0.1939 -0.7018
O -1.3763 1.2931 -1.2274
O -0.5487 -0.8202 -1.2174
H -2.7599 -1.2802 -0.0654
H -1.8472 -0.4914 1.2510
H -3.1632 0.3699 0.4085
H -0.0121 -0.3870 -1.9129
C 1.7451 -1.4938 0.9381
C 1.7175 -0.3709 0.2237
O 0.8855 0.7650 0.5840
N 1.2745 1.8831 -0.2417
H 0.9550 -1.7380 1.6382
H 2.5352 -2.2185 0.7770
H 2.4751 -0.1092 -0.5022
H 1.4290 2.6141 0.4521
H 0.3826 2.1265 -0.6924
*
```

Results
- frontier orbital gap (Ha) = 0.36825
- HOMO energy (eV) = -9.118
- energy (eV) = -11924.177
- ΔE to the lowest compared entry with this formula, charge and spin (kcal/mol) = 77.6
- SMILES string = CC(=O)O.C=CON
- maximum force (eV Å⁻¹) = 2.54
- M (u) = 119.120

[6]
10 unconnected molecules or ions with the total composition C6H27NO9 in a non-equilibrium geometry, computed with ωB97M-V/def2-TZVPD.

Geometry as ORCA input:
```
! wB97M-V def2-TZVPD RIJCOSX def2/J DEFGRID3
* xyz 1 2
C 1.4063 -0.5370 1.8548
C 0.4782 -1.2386 0.9540
C -0.9256 -1.0127 0.7512
N -1.4281 -2.1075 0.1550
C -0.4452 -3.0486 -0.0085
C 0.7534 -2.5254 0.5279
C 2.0049 -3.2837 0.5571
H 2.3629 -1.0061 2.0483
H 1.0577 -0.7182 2.8814
H 1.5814 0.5320 1.7619
H -1.2467 0.0167 0.7837
H -2.3024 -2.2004 -0.3395
H -0.4633 -3.9256 -0.6218
H 2.2411 -4.0330 -0.2041
H 2.8561 -2.6193 0.6862
H 2.0096 -3.9989 1.3938
H -1.2331 3.8463 -1.0255
H -0.5644 4.2984 0.1924
O -0.5693 3.5306 -0.3966
H 2.7765 -2.1969 -2.0361
H 2.3400 -1.0013 -1.1282
O 2.2145 -1.4182 -1.9864
H 3.0530 1.5821 -1.2144
H 3.6434 0.7006 -2.2666
O 3.6817 0.8560 -1.3144
H -2.8786 0.7767 -3.1027
H -2.0564 -0.3494 -2.6108
O -2.9770 -0.1555 -2.8768
H -2.6559 1.2381 1.4334
H -2.7883 1.8411 -0.0446
O -2.5005 1.9973 0.8562
H -1.3130 0.8264 3.3192
H -2.8386 0.8996 3.5936
O -2.1742 0.5149 3.0109
H -0.7395 2.9550 2.2033
H 0.5352 2.4388 2.9830
O -0.3609 2.7723 3.0499
H 0.5295 2.7371 -1.8289
H 1.0129 1.3793 -1.4906
O 1.3258 2.1854 -1.9067
H 0.2250 -0.4027 -2.8775
H -0.2987 -0.9824 -1.6468
O -0.3575 -0.1556 -2.1418
*
```

Results
- frontier orbital gap (alpha / beta) (Ha) = 0.36614 / 0.23653
- HOMO energy (alpha / beta) (eV) = -13.561 / -13.559
- energy (eV) = -26569.575
- <S²> = 0.766
- ΔE to the lowest compared entry with this formula, charge and spin (kcal/mol) = 0.0
- maximum force (eV Å⁻¹) = 2.13
- M (u) = 257.280

[7]
A molecular structure, C29H40BClFeGe2N8, computed with ωB97M-V/def2-TZVPD.

Geometry as ORCA input:
```
! wB97M-V def2-TZVPD RIJCOSX def2/J DEFGRID3
* xyz 1 6
Fe -0.9013 -0.1271 1.4981
C -0.5450 -1.4846 5.4086
C -0.8650 -1.8274 4.1011
N -0.1925 -1.0643 3.2378
N 0.5708 -0.2129 3.9775
C 0.3533 -0.4417 5.2805
B 1.4437 0.8680 3.2639
N 2.0076 0.2182 1.9774
C 3.2646 -0.2140 1.7833
C 3.2943 -0.9648 0.6266
C 1.9801 -0.9494 0.1683
N 1.2086 -0.2213 0.9762
N 0.5058 2.0473 2.8748
C 0.4252 3.2994 3.3400
C -0.7157 3.8931 2.8243
C -1.3017 2.9090 2.0425
N -0.5573 1.8007 2.0681
N 2.5853 1.3136 4.1371
C 3.3391 0.5869 5.0093
C 4.4707 1.3040 5.2873
C 4.3398 2.4736 4.5112
N 3.2233 2.4690 3.8107
H -0.9111 -1.9261 6.3180
H -1.5510 -2.5769 3.7396
H 0.8521 0.1430 6.0348
H 4.0551 0.0576 2.4637
H 4.1467 -1.4377 0.1726
H 1.5746 -1.3805 -0.7331
H 1.1951 3.6888 3.9823
H -1.0642 4.8959 2.9944
H -2.2102 2.9398 1.4621
H 3.0324 -0.3870 5.3511
H 5.2705 1.0318 5.9533
H 5.0143 3.3118 4.4378
C 1.2317 3.7704 -1.5365
C 1.0805 2.6301 -0.5231
Ge -0.2817 1.4194 -1.2229
C -1.9881 2.3620 -1.5572
C -2.2632 2.5314 -3.0531
C 0.3062 0.4293 -2.7759
C -0.1838 -0.8140 -2.8466
Ge -1.3030 -1.1811 -1.2409
C -3.1721 -1.2642 -1.8552
C -3.3317 -2.2716 -3.0002
C -0.8860 -2.7331 -0.0558
C -0.0331 -3.8806 -0.5917
C -0.0920 -1.6366 -4.0759
C -0.2943 -1.0219 -5.3146
C -0.2283 -1.7546 -6.4888
C 0.0423 -3.1150 -6.4466
C 0.2425 -3.7370 -5.2230
C 0.1663 -3.0047 -4.0484
H 2.0124 4.4601 -1.2135
H 0.3111 4.3476 -1.6405
H 1.5122 3.4059 -2.5271
H 0.8026 3.0175 0.4548
H 2.0155 2.0808 -0.4091
H -1.9194 3.3342 -1.0622
H -2.8044 1.8182 -1.0790
H -1.4605 3.0790 -3.5499
H -3.1898 3.0820 -3.2213
H -2.3540 1.5643 -3.5513
H 0.9051 0.8554 -3.5800
H -3.4807 -0.2681 -2.1805
H -3.8220 -1.5445 -1.0282
H -2.7738 -1.9737 -3.8869
H -4.3820 -2.3597 -3.2809
H -2.9868 -3.2684 -2.7152
H -1.8677 -3.1056 0.2483
H -0.4039 -2.3669 0.8599
H -0.5563 -4.4315 -1.3722
H 0.1944 -4.5855 0.2092
H 0.9183 -3.5337 -0.9965
H -0.5291 0.0348 -5.3516
H -0.3956 -1.2637 -7.4385
H 0.0918 -3.6883 -7.3626
H 0.4569 -4.7970 -5.1824
H 0.3274 -3.5004 -3.1045
Cl -3.2891 0.1620 2.8256
C -2.9196 -0.3430 1.1288
H -3.4217 0.3600 0.4717
H -3.3413 -1.3355 1.0110
*
```

Results
- frontier orbital gap (alpha / beta) (Ha) = 0.29608 / 0.24529
- HOMO energy (alpha / beta) (eV) = -10.507 / -11.103
- energy (eV) = -203255.636
- <S²> = 8.770
- ΔE to the lowest compared entry with this formula, charge and spin (kcal/mol) = 0.0
- maximum force (eV Å⁻¹) = 0.72
- M (u) = 748.025